No. 1
Computed, not measured: C47H48CaClN9O2PS2 as an isolated structure at a distorted geometry, with the ωB97M-V functional and the def2-TZVPD basis.

Geometry as XYZ:
```
111
Properties=species:S:1:pos:R:3:forces:R:3:lowdin_charge:R:1
Ca 0.11770 0.08658 -0.32083 -0.41 0.95 -0.09 1.23
C -2.35421 -1.32726 3.31742 0.17 -0.74 0.68 -0.05
C -1.92248 -0.48619 2.15429 -0.28 0.41 -0.23 -0.55
O -0.81902 -0.85385 1.57803 -0.63 0.54 -0.21 -0.31
C -2.82434 0.53419 1.86191 1.75 -0.33 -0.84 -0.06
C -2.71346 1.56582 0.82572 -0.92 -0.16 0.93 -0.38
C -3.90228 2.44013 0.61773 0.71 0.39 0.89 -0.05
N -1.66928 1.78675 0.13312 0.83 -0.28 -0.60 -0.04
N -1.77980 2.83884 -0.81579 0.57 -0.34 0.18 0.05
C -0.59967 2.99874 -1.36191 0.10 0.00 -0.62 -0.50
O 0.44512 2.32549 -1.09663 0.78 -0.08 0.04 -0.21
C -0.47081 4.04944 -2.46504 -1.30 0.08 -0.15 -0.12
C 0.76907 4.52336 -2.85985 0.58 -0.54 0.28 -0.05
C 0.88615 5.55617 -3.78504 0.85 0.62 0.08 -0.11
C -0.23727 6.14429 -4.36786 0.46 -0.97 0.15 -0.12
C -1.47587 5.57876 -4.07992 -0.18 0.49 -0.04 -0.11
C -1.60694 4.57366 -3.13182 0.51 0.25 0.68 -0.03
H -2.77281 -2.28470 2.97089 0.15 0.09 0.03 0.07
H -3.11107 -0.82136 3.90561 -0.20 -0.02 0.10 0.06
H -1.51968 -1.55836 3.99479 -0.02 0.04 -0.29 0.08
H -3.64442 0.56072 2.54645 -0.56 0.37 -0.02 0.07
H -4.48433 2.47525 1.51534 -0.57 0.05 0.51 0.06
H -4.47203 2.05462 -0.17733 -0.93 -0.49 -1.12 0.06
H -3.54094 3.41556 0.33155 -0.20 0.34 -0.01 0.06
H 1.65600 4.03468 -2.41614 -0.51 0.46 -0.25 0.11
H 1.90880 5.94672 -3.97605 -0.84 -0.25 -0.08 0.10
H -0.14132 6.95679 -5.07302 0.01 0.07 -0.03 0.09
H -2.35226 6.00559 -4.57225 0.07 -0.24 0.23 0.09
H -2.59777 4.29984 -2.80006 0.02 -0.41 -0.08 0.10
S 0.98870 0.06790 -5.25580 0.06 -0.13 0.39 0.95
C -0.67747 -0.34109 -5.13101 0.72 0.25 0.50 -0.46
C -1.03723 -0.51003 -3.83448 -0.84 -0.22 1.12 -0.26
C -0.00371 -0.36026 -2.81557 -0.36 -0.26 -1.18 -0.25
C 1.14961 -0.07880 -3.49848 0.50 0.52 -0.07 -0.55
C 2.42796 0.22730 -2.84402 -0.34 -1.01 1.12 -0.28
C 3.62015 0.54274 -3.47671 0.05 0.89 0.20 -0.04
C 4.73919 0.92683 -2.72636 -0.38 -1.01 -0.44 -0.07
C 4.69162 0.81372 -1.34963 -0.83 -0.33 -0.11 -0.07
C 3.49950 0.32098 -0.79838 0.14 0.30 0.99 -0.16
N 2.40155 0.05258 -1.48417 0.48 0.35 -0.47 0.03
H -1.25118 -0.40503 -6.02269 -0.51 -0.04 -0.46 0.04
H -2.06496 -0.73817 -3.50499 0.47 0.12 -0.48 0.07
H 3.60162 0.60852 -4.55148 0.25 0.00 -0.22 0.08
H 5.66237 1.14179 -3.24834 0.01 0.34 0.07 0.10
H 5.52051 1.04799 -0.71687 0.35 0.09 0.24 0.09
H 3.41141 0.16624 0.30895 0.24 0.15 -1.07 0.08
Cl 2.21439 -2.00321 1.72280 0.15 0.26 0.05 0.71
C 3.31195 -1.20120 2.81297 -0.37 0.35 0.82 -0.65
C 4.25598 -1.98756 3.45621 0.53 -0.93 0.02 -0.12
C 5.11413 -1.48691 4.42418 -0.86 0.08 -0.24 -0.09
C 5.04968 -0.13491 4.69236 0.51 0.54 0.14 -0.10
C 4.11778 0.68063 4.08001 -0.61 -0.90 -0.37 -0.09
C 3.15055 0.13460 3.21404 0.35 0.44 -0.53 -0.38
P 1.73062 1.20513 2.64714 -0.06 -0.93 0.47 1.13
C 2.51442 2.83947 2.65035 -0.09 0.47 0.41 -0.39
C 2.70293 3.40340 1.39693 -0.26 0.62 -0.14 -0.08
C 3.14976 4.72383 1.28515 0.30 -0.37 -0.93 -0.08
C 3.44805 5.47203 2.39905 -0.04 0.90 0.13 -0.11
C 3.22097 4.93789 3.65424 0.19 -0.98 0.87 -0.09
C 2.78530 3.60635 3.78978 -0.05 0.91 -0.73 -0.10
C 0.71734 1.14133 4.22857 -0.65 0.08 -1.10 -0.33
C 1.04336 0.35795 5.33086 0.22 0.24 0.66 -0.08
C 0.12665 0.23878 6.39047 -0.29 0.66 -0.57 -0.08
C -1.11375 0.91569 6.33104 1.09 -0.90 0.80 -0.10
C -1.45836 1.63117 5.21651 0.91 0.67 -0.84 -0.09
C -0.55667 1.74056 4.15406 0.50 -0.45 0.55 -0.08
H 4.33674 -3.04721 3.22947 -0.26 0.13 -0.15 0.10
H 5.71029 -2.16192 5.02317 0.30 0.07 -0.26 0.10
H 5.75723 0.30930 5.36864 0.13 0.11 0.35 0.10
H 4.04810 1.72741 4.31900 0.21 0.03 0.10 0.08
H 2.36549 2.85281 0.52657 0.12 0.07 -0.21 0.07
H 3.29298 5.18510 0.30474 -0.17 -0.31 0.20 0.11
H 3.79387 6.51615 2.27738 -0.22 -0.74 0.17 0.11
H 3.43377 5.51151 4.55643 -0.11 -0.04 -0.22 0.10
H 2.58989 3.17305 4.75264 -0.07 0.08 0.42 0.10
H 2.07553 -0.02903 5.37972 -0.86 -0.18 0.22 0.10
H 0.36375 -0.31122 7.29129 0.16 -0.08 -0.06 0.09
H -1.74101 0.89504 7.21709 -0.14 -0.09 -0.20 0.10
H -2.34208 2.22861 5.15960 -0.66 -0.02 0.06 0.10
H -0.84104 2.30232 3.28138 -0.04 0.09 -0.29 0.10
C -2.86860 -5.39657 -1.10968 0.04 0.11 0.15 -0.10
C -4.28790 -5.14970 -0.67401 -0.73 -1.04 0.44 -0.44
C -5.23438 -5.02762 -1.86569 0.51 0.49 -0.04 -0.08
C -4.46653 -3.97485 0.26378 0.96 0.69 -0.24 -0.11
N -4.02547 -2.72346 -0.35652 -0.65 0.07 0.31 -0.09
C -2.84918 -2.10643 -0.37278 0.90 0.26 -0.27 -0.16
N -2.91902 -1.00998 -1.10028 -1.05 -0.87 0.18 0.07
N -4.22764 -0.98182 -1.50704 0.56 1.19 -0.40 -0.02
N -4.89399 -1.95995 -1.06593 0.20 -0.62 0.23 0.04
H -2.81332 -6.33634 -1.64855 0.04 -0.15 -0.20 0.08
H -2.19591 -5.48249 -0.25233 0.10 0.26 -0.22 0.06
H -2.56152 -4.59819 -1.78251 0.41 0.04 0.04 0.07
H -4.58613 -6.01617 -0.06128 -0.10 0.04 -0.14 0.13
H -5.01724 -4.06343 -2.34184 -0.31 -0.17 -0.08 0.07
H -6.28056 -5.04460 -1.55978 -0.01 -0.02 -0.11 0.08
H -5.02808 -5.79377 -2.60986 -0.14 -0.21 0.05 0.07
H -3.88644 -4.07320 1.18604 -0.14 -0.16 -0.08 0.13
H -5.50970 -3.84788 0.48791 -0.45 0.12 0.27 0.12
H -1.94092 -2.43677 0.11261 -0.18 -0.16 0.11 0.12
S 0.62756 -4.60831 -1.02004 -0.12 -0.27 0.26 0.55
C 0.49388 -4.48335 -2.67243 0.73 0.37 -0.33 -0.92
N 0.47891 -5.50082 -3.59178 -0.36 -0.55 0.94 0.00
C 0.64172 -4.99789 -4.93882 1.52 -1.03 -0.49 -0.18
C 0.25071 -3.56871 -4.77109 -1.02 0.93 0.39 -0.17
N 0.51650 -3.33215 -3.35908 -0.13 -0.10 -0.15 0.04
H 0.70182 -6.44218 -3.27471 -0.06 0.60 -0.29 0.13
H 0.02868 -5.55571 -5.64918 0.05 0.14 0.00 0.11
H 1.72599 -5.06023 -5.26431 -0.97 -0.06 0.26 0.13
H -0.82267 -3.40960 -4.93857 0.09 -0.07 -0.22 0.12
H 0.79580 -2.87517 -5.38333 0.25 0.24 -0.32 0.09
H 0.33460 -2.41308 -2.94610 0.12 -0.26 0.12 0.08
```
Positions in Å, forces in eV/Å.

Properties
HOMO energy: -0.139 Ha
Gap between HOMO and LUMO: 6.1 eV
E_tot: -4738.741402 a.u.
Relative energy (zero: lowest compared OMol25 entry of this formula, charge and spin): 0.0 kcal per mole
Total charge: -1

No. 2
Computed, not measured: a 2-piece molecular cluster, C6H14N2O overall at a distorted geometry, with the ωB97M-V functional and the def2-TZVPD basis.

Geometry as XYZ:
```
23
Properties=species:S:1:pos:R:3:forces:R:3:lowdin_charge:R:1
C -0.11760 1.78424 1.01681 0.02 -0.13 -0.27 -0.03
C -0.21637 1.61497 -0.48497 0.19 -0.27 0.30 -0.54
C -0.63089 2.86482 -1.22964 0.06 -0.23 0.06 -0.04
C -0.54268 0.29095 -1.05106 -0.51 -2.66 1.46 -0.18
N 0.76986 0.76609 -1.17472 2.61 -0.70 1.10 0.02
H 0.53132 2.62657 1.25191 0.05 0.11 0.04 0.08
H -1.10030 1.97616 1.44303 -0.09 0.04 0.11 0.08
H 0.31034 0.89767 1.48112 -0.06 -0.01 0.01 0.05
H -1.61569 3.19916 -0.89930 -0.04 0.02 0.00 0.08
H -0.66070 2.67923 -2.30112 0.00 0.00 -0.04 0.08
H 0.08031 3.66970 -1.03942 0.04 0.02 -0.01 0.08
H -1.14997 0.08501 -1.92589 -0.08 0.18 -0.07 0.10
H -0.51438 -0.65770 -0.30718 -1.15 2.11 -1.41 0.11
H 1.38983 0.07731 -0.44175 -1.59 2.45 -2.10 0.11
C 0.40727 -3.00495 -0.30870 -0.65 0.64 -0.53 -0.01
C 0.56109 -1.79629 0.59527 3.39 -1.30 2.02 -0.57
N -0.04554 -1.92507 1.82942 -0.06 0.40 -0.82 0.15
O 1.59547 -1.07407 0.50132 -1.88 -0.90 0.16 -0.04
H -0.62697 -3.34797 -0.32874 0.00 -0.09 -0.11 0.08
H 0.73647 -2.74430 -1.31310 -0.10 -0.01 0.01 0.09
H 1.04421 -3.81281 0.05476 0.02 0.19 0.19 0.09
H -0.57252 -2.75568 2.03905 -0.08 0.16 -0.04 0.10
H 0.36745 -1.41304 2.59289 -0.09 0.00 -0.08 0.11
```
Positions in Å, forces in eV/Å.

Properties
HOMO energy: -0.307 Ha
Gap between HOMO and LUMO: 8.9 eV
SMILES: CC1(C)CN1.CC(N)=O
E_tot: -421.697240 a.u.
Relative energy (zero: lowest compared OMol25 entry of this formula, charge and spin): 64.7 kcal per mole

No. 3
Computed, not measured: an isolated molecule of C2H4N4, with the ωB97M-V functional and the def2-TZVPD basis.

Geometry as XYZ:
```
10
Properties=species:S:1:pos:R:3:forces:R:3:lowdin_charge:R:1
H -1.21127 0.40654 -2.26007 0.06 0.17 -0.09 0.07
N -0.49662 0.44413 -1.52023 -0.21 0.45 0.01 0.08
N -0.72048 1.46774 -0.84779 0.07 -0.45 -0.16 -0.05
C 0.01779 1.50619 0.35306 0.10 -0.12 0.24 -0.22
N 0.24318 0.48268 1.09139 -0.09 0.23 -0.20 0.03
N -0.23177 -0.70755 0.64091 0.16 -0.42 0.12 -0.09
C 0.52061 -1.72634 0.62195 -0.15 0.14 0.04 -0.05
H 0.23607 2.49560 0.74594 0.04 -0.20 -0.07 0.10
H 1.57660 -1.71640 0.89451 -0.07 0.13 -0.06 0.07
H 0.06590 -2.65259 0.28032 0.09 0.07 0.17 0.06
```
Positions in Å, forces in eV/Å.

Properties
HOMO energy: -0.329 Ha
Gap between HOMO and LUMO: 8.9 eV
SMILES: [H]/N=N/C=N\N=C
E_tot: -297.509659 a.u.
Relative energy (zero: lowest compared OMol25 entry of this formula, charge and spin): 84.5 kcal per mole

No. 4
Computed, not measured: a 2-piece molecular cluster, CClNS3 overall at a distorted geometry, with the ωB97M-V functional and the def2-TZVPD basis.

Geometry as XYZ:
```
6
Properties=species:S:1:pos:R:3:forces:R:3:lowdin_charge:R:1
C -0.66128 0.74295 0.11027 5.26 1.42 -0.82 -0.86
N 0.45353 1.09690 -0.05811 -3.38 -0.69 0.48 0.09
S 3.35194 0.64260 1.71836 1.43 -0.68 -2.21 0.05
S 3.29164 -0.67784 -1.32971 0.41 0.22 0.44 0.08
S 4.33943 0.17868 0.01841 -1.82 0.41 1.81 -0.15
Cl -2.07383 0.05902 0.29676 -1.89 -0.68 0.29 0.80
```
Positions in Å, forces in eV/Å.

Properties
HOMO energy (spin up / spin down): -0.343 / -0.342 Ha
Gap between HOMO and LUMO (spin up / spin down): 7.0 / 7.0 eV
E_tot: -1747.548151 a.u.
Relative energy (zero: lowest compared OMol25 entry of this formula, charge and spin): 23.0 kcal per mole

Question: E_tot of number 4 (CClNS3)?
Answer: -1747.548151 a.u.

Question: Look up the relative energy (zero: lowest compared OMol25 entry of this formula, charge and spin) of the third one.
Answer: 84.5 kcal per mole

Question: What is the formula in the third record?
Answer: C2H4N4

Question: What is the E_tot in the second record?
Answer: -421.697240 a.u.